C42H33F4N9O4P2SSeZr as an isolated structure at a distorted geometry. Source: the Open Molecules 2025 dataset; level of theory: ωB97M-V with the def2-TZVPD basis set.

Element x y z (Å)
Zr1 -0.41 -1.37 0.78
C1 -5.70 4.54 -2.16
S1 -4.21 4.11 -3.09
C2 -2.96 4.71 -1.93
C3 -2.59 3.69 -0.85
C4 -1.83 2.52 -1.46
N1 -1.49 1.45 -0.50
P1 -0.02 1.35 0.31
C5 0.45 2.97 0.88
C6 0.96 3.94 0.01
C7 1.21 5.21 0.49
C8 0.98 5.52 1.83
C9 0.49 4.55 2.70
C10 0.23 3.27 2.22
C11 1.16 0.86 -0.99
C12 0.73 -0.11 -1.89
C13 1.58 -0.63 -2.87
C14 2.87 -0.15 -2.97
C15 3.33 0.81 -2.06
C16 2.49 1.30 -1.07
P2 -2.45 0.10 -0.14
C17 -3.74 0.62 0.98
C18 -3.51 1.65 1.89
C19 -4.50 2.03 2.78
C20 -5.72 1.36 2.79
C21 -5.94 0.31 1.91
C22 -4.96 -0.06 1.01
C23 -3.23 -0.45 -1.64
C24 -4.26 0.29 -2.23
C25 -4.81 -0.13 -3.43
C26 -4.37 -1.30 -4.03
C27 -3.37 -2.06 -3.44
C28 -2.80 -1.63 -2.25
H1 -6.55 4.15 -2.71
H2 -5.80 5.63 -2.08
H3 -5.70 4.10 -1.16
H4 -3.34 5.62 -1.47
H5 -2.09 4.98 -2.52
H6 -3.51 3.32 -0.37
H7 -1.99 4.16 -0.07
H8 -0.90 2.86 -1.93
H9 -2.43 2.08 -2.26
H10 1.14 3.72 -1.03
H11 1.59 5.97 -0.17
H12 1.18 6.51 2.20
H13 0.31 4.78 3.74
H14 -0.15 2.51 2.90
H15 -0.31 -0.43 -1.90
H16 1.21 -1.38 -3.55
H17 3.52 -0.52 -3.74
H18 4.33 1.20 -2.15
H19 2.87 2.03 -0.37
H20 -2.56 2.18 1.89
H21 -4.32 2.84 3.48
H22 -6.49 1.65 3.48
H23 -6.89 -0.22 1.92
H24 -5.14 -0.88 0.32
H25 -4.62 1.21 -1.77
H26 -5.59 0.46 -3.89
H27 -4.81 -1.63 -4.96
H28 -3.04 -2.98 -3.90
H29 -2.04 -2.25 -1.78
N2 0.48 -7.44 0.56
C29 0.37 -6.16 0.90
N3 0.17 -5.81 2.16
N4 0.51 -5.27 -0.10
C30 0.39 -4.04 -0.21
N5 0.32 -2.89 -0.52
H30 0.39 -8.18 1.23
H31 0.62 -7.67 -0.41
H32 0.06 -6.51 2.88
H33 0.08 -4.82 2.40
O1 -0.17 -3.02 2.52
Se1 -1.72 -2.42 2.73
O2 -1.29 -0.79 2.61
O3 -2.18 -2.58 1.12
O4 -2.66 -2.95 3.91
F1 6.47 -2.01 3.75
C31 6.33 -2.05 2.44
C32 7.42 -2.18 1.67
F2 8.60 -2.27 2.24
C33 7.35 -2.20 0.20
C34 5.99 -2.11 -0.35
C35 4.92 -1.95 0.43
F3 3.70 -1.93 -0.12
C36 5.00 -1.89 1.88
C37 3.89 -1.72 2.64
C38 2.62 -1.34 2.08
N6 1.62 -1.02 1.63
C39 3.83 -1.90 4.07
N7 3.70 -2.11 5.19
F4 5.82 -2.23 -1.65
C40 8.45 -2.27 -0.58
C41 9.79 -2.38 -0.06
N8 10.89 -2.45 0.27
C42 8.39 -2.22 -2.03
N9 8.39 -2.15 -3.17

HOMO-LUMO gap (hartree): 0.1703
Energy above the lowest of the compared OMol25 structures with the same formula, charge and spin (eV): 0.574
Spin multiplicity: 1
Energy (eV): -172584.5416
Net charge: +2

---

C42H33MgN6O4S2 as an isolated structure. Source: the Open Molecules 2025 dataset; level of theory: ωB97M-V with the def2-TZVPD basis set.

Element x y z (Å)
Mg1 -1.82 1.40 0.26
O1 -3.77 1.79 3.90
C1 -3.24 1.50 2.82
N1 -2.44 2.21 2.03
C2 -2.09 3.54 2.23
C3 -2.20 4.24 3.43
C4 -1.78 5.56 3.51
C5 -1.26 6.20 2.40
C6 -1.15 5.53 1.19
C7 -1.56 4.20 1.08
N2 -1.48 3.41 -0.07
C8 -1.14 3.85 -1.27
O2 -0.82 4.98 -1.67
C9 -1.11 2.72 -2.30
C10 -0.66 2.98 -3.59
C11 -0.57 1.93 -4.49
C12 -0.93 0.65 -4.09
C13 -1.38 0.48 -2.79
N3 -1.48 1.49 -1.92
C14 -3.55 0.12 2.22
C15 -4.27 -0.80 2.96
C16 -4.53 -2.04 2.42
C17 -4.06 -2.34 1.15
C18 -3.35 -1.37 0.47
N4 -3.10 -0.16 0.99
H1 -2.62 3.73 4.28
H2 -1.87 6.09 4.45
H3 -0.94 7.24 2.46
H4 -0.76 6.02 0.31
H5 -0.38 3.99 -3.83
H6 -0.21 2.10 -5.49
H7 -0.85 -0.20 -4.75
H8 -1.64 -0.51 -2.42
H9 -4.60 -0.50 3.95
H10 -5.09 -2.78 2.98
H11 -4.21 -3.31 0.69
H12 -2.92 -1.58 -0.50
S1 -0.52 -3.04 -1.54
C19 -0.14 -2.73 -3.21
C20 1.12 -2.25 -3.61
C21 1.43 -2.01 -4.94
C22 0.49 -2.23 -5.94
C23 -0.77 -2.70 -5.56
C24 -1.08 -2.94 -4.23
H13 1.87 -2.09 -2.84
H14 2.42 -1.64 -5.20
H15 0.72 -2.05 -6.98
H16 -1.52 -2.88 -6.32
H17 -2.06 -3.31 -3.96
N5 2.51 -5.59 1.50
C25 2.41 -4.96 2.69
O3 3.20 -5.17 3.60
C26 1.28 -3.98 2.84
C27 0.97 -3.49 4.10
C28 -0.05 -2.57 4.22
N6 -0.75 -2.10 3.18
C29 -0.44 -2.56 1.98
C30 0.56 -3.51 1.76
H18 3.29 -6.20 1.36
H19 1.90 -5.38 0.73
H20 1.53 -3.84 4.96
H21 -0.32 -2.17 5.20
H22 -0.98 -2.16 1.14
H23 0.74 -3.79 0.73
O4 -0.15 0.28 0.48
S2 0.95 -0.09 -0.50
C31 1.74 1.46 -0.91
C32 2.34 1.54 -2.15
C33 2.88 2.75 -2.56
C34 2.77 3.86 -1.74
C35 2.14 3.78 -0.51
C36 1.63 2.56 -0.07
C37 2.19 -0.80 0.57
C38 3.08 -1.72 0.03
C39 4.02 -2.32 0.86
C40 4.04 -2.00 2.21
C41 3.13 -1.09 2.74
C42 2.20 -0.48 1.91
H24 2.36 0.67 -2.80
H25 3.34 2.83 -3.53
H26 3.15 4.82 -2.08
H27 2.02 4.65 0.11
H28 1.11 2.49 0.87
H29 3.01 -2.00 -1.02
H30 4.71 -3.05 0.46
H31 4.75 -2.49 2.87
H32 3.14 -0.86 3.80
H33 1.45 0.20 2.31

HOMO-LUMO gap (hartree): 0.2503
Energy above the lowest of the compared OMol25 structures with the same formula, charge and spin (eV): 0.000
Spin multiplicity: 1
Energy (eV): -88343.8365
Net charge: -1

---

C42H33N5O3RuS2Te as an isolated structure at a distorted geometry. Source: the Open Molecules 2025 dataset; level of theory: ωB97M-V with the def2-TZVPD basis set.

Element x y z (Å)
Ru1 -2.32 0.64 -0.33
S1 -3.19 -3.54 5.80
N1 -2.69 -2.02 5.64
C1 -2.71 -1.73 4.36
C2 -2.31 -0.47 3.76
C3 -1.82 0.62 4.47
C4 -1.43 1.74 3.77
C5 -1.54 1.76 2.38
N2 -2.01 0.72 1.70
C6 -2.39 -0.39 2.37
C7 -2.85 -1.48 1.56
N3 -2.86 -1.27 0.23
C8 -3.26 -2.23 -0.60
C9 -3.65 -3.48 -0.12
C10 -3.65 -3.72 1.24
C11 -3.24 -2.71 2.11
C12 -3.17 -2.82 3.55
N4 -3.46 -3.90 4.25
H1 -1.75 0.57 5.55
H2 -1.04 2.61 4.28
H3 -1.26 2.62 1.78
H4 -3.25 -1.97 -1.65
H5 -3.96 -4.24 -0.82
H6 -3.94 -4.68 1.64
O1 -4.14 -0.06 -3.90
C13 -3.69 0.61 -2.98
O2 -2.65 0.23 -2.29
C14 -4.32 1.95 -2.67
C15 -4.64 2.73 -3.78
C16 -5.21 3.98 -3.64
C17 -5.49 4.47 -2.37
C18 -5.19 3.70 -1.26
C19 -4.60 2.45 -1.39
S2 -4.33 1.53 0.09
H7 -4.44 2.32 -4.76
H8 -5.44 4.58 -4.52
H9 -5.94 5.45 -2.25
H10 -5.41 4.08 -0.27
C20 7.61 -2.52 -0.80
C21 6.16 -2.14 -0.86
C22 5.16 -3.11 -0.92
C23 3.81 -2.78 -0.97
C24 2.81 -3.89 -1.04
C25 3.44 -1.42 -0.94
Te1 1.35 -0.85 -1.07
N5 -0.34 0.86 -0.57
C26 -0.46 2.05 -1.10
O3 -1.62 2.58 -0.86
C27 0.50 2.81 -1.93
C28 1.13 2.22 -3.02
C29 1.98 2.98 -3.82
C30 2.21 4.31 -3.51
C31 1.58 4.90 -2.43
C32 0.71 4.16 -1.65
C33 0.96 -1.40 0.94
C34 0.38 -2.64 1.17
C35 0.21 -3.11 2.47
C36 0.59 -2.32 3.54
C37 1.14 -1.07 3.31
C38 1.34 -0.58 2.01
C39 1.98 0.76 1.81
C40 4.43 -0.43 -0.88
C41 4.15 1.05 -0.87
C42 5.77 -0.81 -0.84
H11 7.74 -3.60 -0.90
H12 8.06 -2.21 0.14
H13 8.17 -2.04 -1.60
H14 5.44 -4.16 -0.95
H15 3.31 -4.84 -1.24
H16 2.08 -3.72 -1.84
H17 2.26 -3.99 -0.11
H18 0.92 1.19 -3.26
H19 2.45 2.52 -4.68
H20 2.88 4.90 -4.13
H21 1.75 5.94 -2.20
H22 0.18 4.61 -0.82
H23 0.10 -3.26 0.33
H24 -0.21 -4.10 2.63
H25 0.46 -2.67 4.55
H26 1.43 -0.45 4.15
H27 2.00 1.33 2.73
H28 1.43 1.33 1.06
H29 3.01 0.65 1.45
H30 3.09 1.29 -0.78
H31 4.50 1.52 -1.79
H32 4.67 1.53 -0.04
H33 6.52 -0.04 -0.80

HOMO-LUMO gap (alpha / beta) (hartree): 0.1916 / 0.1937
Energy above the lowest of the compared OMol25 structures with the same formula, charge and spin (eV): 0.563
Spin multiplicity: 1
Energy (eV): -89230.1000

---

C42H34AlIN5P as an isolated structure at a distorted geometry. Source: the Open Molecules 2025 dataset; level of theory: ωB97M-V with the def2-TZVPD basis set.

Element x y z (Å)
Al1 -0.71 0.19 -0.75
C1 3.72 -4.44 -2.72
C2 2.63 -3.61 -2.11
C3 2.27 -3.75 -0.76
C4 1.28 -2.93 -0.27
C5 0.50 -2.13 -1.11
N1 -0.75 -1.59 -0.71
C6 -1.89 -2.36 -0.65
C7 -1.85 -3.80 -0.24
C8 -3.00 -4.55 -0.12
C9 -4.26 -4.07 -0.54
C10 -5.52 -4.87 -0.32
C11 -4.33 -2.78 -1.00
C12 -3.22 -1.84 -0.95
N2 -3.49 -0.49 -1.26
C13 -4.65 0.05 -1.74
C14 -4.45 1.36 -2.12
C15 -3.15 1.63 -1.70
N3 -2.57 0.50 -1.20
C16 1.09 -1.78 -2.38
C17 2.00 -2.68 -2.95
N4 0.74 -0.63 -3.10
C18 0.69 -0.40 -4.42
C19 0.17 0.87 -4.65
C20 -0.27 1.30 -3.40
N5 0.05 0.38 -2.47
H1 3.40 -5.23 -3.40
H2 4.36 -3.74 -3.26
H3 4.27 -4.90 -1.90
H4 2.72 -4.52 -0.10
H5 0.94 -2.98 0.75
H6 -0.87 -4.25 -0.09
H7 -2.86 -5.55 0.28
H8 -5.55 -5.42 0.65
H9 -6.51 -4.29 -0.50
H10 -5.51 -5.57 -1.15
H11 -5.27 -2.43 -1.38
H12 -5.49 -0.58 -1.89
H13 -5.02 2.12 -2.65
H14 -2.72 2.64 -1.61
H15 2.24 -2.54 -4.02
H16 1.15 -1.10 -5.14
H17 0.05 1.34 -5.62
H18 -0.74 2.25 -3.14
I1 3.17 1.66 -1.41
C21 4.20 1.47 0.40
C22 5.53 1.09 0.28
C23 6.35 1.11 1.38
C24 5.86 1.62 2.53
C25 4.56 2.10 2.68
C26 4.09 2.86 3.78
C27 2.77 3.23 3.92
C28 1.85 2.82 2.94
C29 2.20 2.03 1.87
P1 0.68 1.60 0.88
C30 -0.23 0.77 2.26
C31 -1.64 0.77 2.28
C32 -2.30 0.17 3.36
C33 -1.64 -0.50 4.37
C34 -0.27 -0.63 4.26
C35 0.41 -0.03 3.20
C36 -0.15 3.19 0.61
C37 -1.10 3.75 1.48
C38 -1.87 4.85 1.11
C39 -1.70 5.51 -0.09
C40 -0.60 5.08 -0.88
C41 0.16 3.91 -0.58
C42 3.61 1.82 1.61
H19 5.89 0.70 -0.67
H20 7.36 0.67 1.29
H21 6.50 1.87 3.42
H22 4.87 3.25 4.49
H23 2.47 3.84 4.84
H24 0.79 3.08 3.04
H25 -2.23 1.37 1.61
H26 -3.41 0.21 3.30
H27 -2.13 -0.94 5.24
H28 0.37 -1.16 4.98
H29 1.48 -0.17 3.09
H30 -1.33 3.28 2.42
H31 -2.62 5.28 1.80
H32 -2.25 6.39 -0.40
H33 -0.34 5.69 -1.71
H34 1.01 3.58 -1.17

HOMO-LUMO gap (hartree): 0.2493
Spin multiplicity: 1
Energy (eV): -75529.5575
Net charge: +2